9
Properties=species:S:1:pos:R:3:mulliken_charge:R:1 method="wB97M-V/def2-TZVPD" e_above_lowest_ev=2.675 homo_energy_ev=-8.7 orbital_gap_ev=8.58
C -0.52520 -0.04686 -0.32918 -0.5212
C 0.36634 1.16655 -0.01919 0.0307
C -1.10565 -0.22629 -2.92255 -0.1577
O 0.30800 2.21323 -0.57824 -0.4156
S -1.77042 0.51409 -1.58698 0.0237
Cl -1.90329 0.03655 -4.37370 -0.0823
H -1.02967 -0.21373 0.65940 0.3637
H 0.20493 -0.69561 -0.86441 0.3869
H 1.12093 1.03323 0.76982 0.3718